Entry from the Open Molecules 2025 dataset: C3H9OPS in the gas phase in a non-equilibrium geometry (ωB97M-V/def2-TZVPD).

Results
**Orbital gap**: 8.60 eV
**Lowest unoccupied orbital energy**: 0.66 eV
**Strongest force on any atom**: 4.3 eV Å⁻¹
**Structure (SMILES)**: COP(C)(C)=S
**M**: 124.1 g/mol

Each line ends with the Löwdin charge.
Element x y z (Å)
1 C -0.387 -1.660 1.405  -0.1294
2 O -0.635 -0.286 1.033  -0.3723
3 P 0.408 0.379 -0.016  0.5095
4 C -0.002 -0.348 -1.699  -0.2077
5 C -0.103 2.189 0.070  -0.1829
6 S 2.623 -0.058 0.353  -0.0636
7 H -0.930 -1.865 2.280  0.0682
8 H 0.675 -1.939 1.718  0.0925
9 H -0.711 -2.289 0.687  0.0401
10 H 0.394 0.318 -2.462  0.0482
11 H 0.427 -1.398 -1.694  0.0684
12 H -0.994 -0.662 -1.704  0.0106
13 H 0.380 2.669 -0.837  0.0740
14 H -1.169 2.178 -0.040  0.0319
15 H 0.025 2.772 0.906  0.0127

---

Entry from the Open Molecules 2025 dataset: 2 unconnected molecules or ions with the total composition C4H9NOS in a non-equilibrium geometry (ωB97M-V/def2-TZVPD).

Results
**Orbital gap**: 3.97 eV
**Lowest unoccupied orbital energy**: -3.54 eV
**Strongest force on any atom**: 2.0 eV Å⁻¹
**M**: 119.2 g/mol

Each line ends with the Löwdin charge.
Element x y z (Å)
1 C -0.761 -0.711 1.255  -0.1683
2 C -1.347 0.009 0.078  -0.3478
3 C -0.531 1.302 -0.155  -0.7303
4 S -0.346 2.371 1.226  0.6214
5 C 1.159 -1.276 -1.045  -0.2216
6 N 2.068 -2.382 -0.914  0.0924
7 O 0.447 -1.291 -1.989  0.0798
8 H 0.347 -0.673 1.228  0.0604
9 H -1.009 -0.269 2.218  0.0562
10 H -1.401 -0.529 -0.857  0.0790
11 H -2.338 0.412 0.318  0.1064
12 H 0.479 0.939 -0.503  0.0627
13 H -0.961 1.916 -0.954  0.0619
14 H -1.051 -1.763 1.222  0.0747
15 H 2.075 -2.811 0.006  0.0835
16 H 1.594 -3.092 -1.472  0.0895

---

Entry from the Open Molecules 2025 dataset: a molecular structure, C21H28FeNO in a non-equilibrium geometry (ωB97M-V/def2-TZVPD).

Results
**Orbital gap (alpha / beta)**: 4.80 / 5.35 eV
**Lowest unoccupied orbital energy (alpha / beta)**: 5.39 / 5.20 eV
**Strongest force on any atom**: 3.8 eV Å⁻¹
**2S+1**: 6
**Total charge**: -2
**M**: 366.3 g/mol

Each line ends with the Löwdin spin population.
Element x y z (Å)
1 Fe -0.515 0.248 -0.005  3.5704
2 C -2.397 1.034 1.676  0.0375
3 C -1.194 1.068 2.429  0.0554
4 C -0.238 1.865 1.727  0.0131
5 H -1.051 0.652 3.429  0.0033
6 C -0.884 2.383 0.542  0.0076
7 C -2.216 1.835 0.511  0.0417
8 H -2.991 2.106 -0.202  0.0027
9 H -3.330 0.559 1.990  0.0021
10 H 0.752 2.141 2.079  0.0004
11 H -0.498 3.157 -0.111  0.0030
12 C -1.721 -1.866 -0.688  0.0481
13 C -2.546 -0.730 -0.937  0.0341
14 C -1.855 0.136 -1.845  0.0303
15 H -3.567 -0.598 -0.583  0.0024
16 C -0.598 -0.487 -2.169  0.0354
17 C -0.496 -1.702 -1.396  0.0228
18 H 0.335 -2.398 -1.423  0.0010
19 H -2.016 -2.769 -0.156  0.0033
20 H -2.223 1.051 -2.295  0.0029
21 H 0.065 -0.189 -2.960  0.0040
22 O 0.922 0.964 -1.057  0.2021
23 C 1.947 1.768 -2.664  0.5097
24 C 2.974 1.450 -1.629  0.0429
25 C 1.287 3.069 -2.712  0.0712
26 C 2.086 1.045 -3.933  0.0905
27 C 2.238 0.409 -0.875  0.0202
28 H 3.144 2.342 -1.026  0.0024
29 H 3.912 1.118 -2.079  0.0083
30 H 2.330 -0.560 -1.398  0.0001
31 H 2.657 0.273 0.148  -0.0006
32 H 2.009 3.854 -3.001  0.0347
33 H 0.835 3.366 -1.756  0.0088
34 H 0.530 3.084 -3.505  0.0025
35 H 2.964 1.413 -4.510  0.0468
36 H 1.233 1.213 -4.606  0.0029
37 H 2.240 -0.037 -3.801  0.0110
38 C 2.088 -1.322 1.964  -0.0018
39 C 0.792 -1.884 2.376  -0.0008
40 C 0.619 -2.843 3.417  0.0002
41 C -0.754 -3.071 3.508  0.0007
42 C -1.375 -2.243 2.520  0.0014
43 C -2.833 -2.202 2.369  -0.0005
44 N -0.417 -1.540 1.834  0.0269
45 H 2.088 -0.221 2.022  -0.0007
46 H 2.356 -1.641 0.943  -0.0003
47 H 2.865 -1.691 2.645  -0.0001
48 H 1.437 -3.261 3.984  0.0001
49 H -1.305 -3.726 4.174  0.0003
50 H -3.215 -3.226 2.244  0.0000
51 H -3.298 -1.797 3.281  0.0000
52 H -3.171 -1.599 1.512  -0.0004

---

Entry from the Open Molecules 2025 dataset: a molecular structure, C16H38FeN5SSeSi2Te (ωB97M-V/def2-TZVPD).

Results
**Orbital gap (alpha / beta)**: 8.10 / 7.04 eV
**Lowest unoccupied orbital energy (alpha / beta)**: -2.22 / -3.28 eV
**Strongest force on any atom**: 0.6 eV Å⁻¹
**2S+1**: 5
**Total charge**: +1
**M**: 651.2 g/mol

Each line ends with the Löwdin spin population.
Element x y z (Å)
1 Fe 0.122 0.239 0.619  3.6296
2 C 1.401 -1.773 -3.001  -0.0003
3 Si 3.218 -1.963 -2.592  0.0024
4 C 4.197 -0.438 -3.086  0.0005
5 C 3.947 -3.502 -3.376  0.0009
6 C 3.380 -2.165 -0.705  0.0143
7 Te 2.658 -0.460 0.370  0.0492
8 C 4.414 0.741 0.578  0.0100
9 Si 5.307 0.497 2.235  0.0018
10 C 5.785 -1.311 2.374  0.0008
11 C 6.813 1.613 2.212  0.0005
12 C 4.118 0.966 3.614  0.0002
13 H 1.276 -1.587 -4.071  0.0000
14 H 0.931 -0.945 -2.466  0.0001
15 H 0.840 -2.680 -2.762  0.0000
16 H 4.151 -0.306 -4.170  0.0000
17 H 5.252 -0.531 -2.816  0.0000
18 H 3.806 0.476 -2.632  0.0005
19 H 3.908 -3.440 -4.466  0.0002
20 H 3.399 -4.400 -3.080  0.0000
21 H 4.992 -3.638 -3.090  0.0000
22 H 4.414 -2.288 -0.378  0.0007
23 H 2.814 -3.010 -0.310  0.0003
24 H 4.080 1.768 0.418  0.0006
25 H 5.049 0.480 -0.272  0.0005
26 H 6.470 -1.610 1.577  0.0000
27 H 4.914 -1.970 2.340  0.0006
28 H 6.293 -1.495 3.324  0.0000
29 H 7.484 1.363 1.388  0.0000
30 H 7.382 1.515 3.140  0.0001
31 H 6.531 2.663 2.106  0.0000
32 H 3.202 0.371 3.535  0.0002
33 H 3.853 2.026 3.579  0.0000
34 H 4.557 0.763 4.594  0.0000
35 Se -3.701 -0.966 -1.866  0.0886
36 C -2.171 -0.784 -1.061  0.0397
37 N -1.129 -0.659 -0.513  0.0484
38 C -0.418 -1.524 3.457  0.0055
39 S -0.853 0.110 2.826  0.0376
40 C 0.026 1.159 4.003  0.0088
41 H 0.662 -1.656 3.475  0.0000
42 H -0.872 -2.252 2.787  0.0002
43 H -0.838 -1.640 4.453  0.0011
44 H -0.356 0.959 5.002  0.0014
45 H -0.187 2.194 3.740  0.0000
46 H 1.101 0.984 3.962  0.0003
47 C 1.567 6.682 -0.052  0.0000
48 C 0.050 6.691 -0.208  0.0000
49 C -0.376 6.314 -1.624  0.0000
50 C -0.629 5.805 0.838  0.0004
51 N -0.254 4.397 0.712  0.0015
52 C -0.768 3.442 -0.067  0.0036
53 N -0.051 2.356 0.098  0.0287
54 N 0.895 2.671 1.011  0.0160
55 N 0.776 3.881 1.396  0.0041
56 H 2.017 7.385 -0.752  0.0000
57 H 1.984 5.694 -0.265  0.0000
58 H 1.868 6.965 0.958  0.0000
59 H -0.315 7.700 0.003  0.0000
60 H 0.013 5.333 -1.911  0.0000
61 H 0.020 7.033 -2.339  0.0000
62 H -1.463 6.304 -1.728  0.0000
63 H -1.714 5.857 0.747  0.0001
64 H -0.347 6.100 1.846  0.0001
65 H -1.614 3.559 -0.724  0.0000

---

Entry from the Open Molecules 2025 dataset: a molecular structure, C30H31N3O6PRuSe2 (ωB97M-V/def2-TZVPD).

Results
**Orbital gap (alpha / beta)**: 6.63 / 7.70 eV
**Lowest unoccupied orbital energy (alpha / beta)**: 0.00 / -0.75 eV
**Strongest force on any atom**: 1.0 eV Å⁻¹
**2S+1**: 6
**M**: 819.6 g/mol

Each line ends with the Löwdin spin population.
Element x y z (Å)
1 Ru 0.493 -0.270 0.711  3.3215
2 N 1.489 -0.969 -1.530  0.0828
3 N 0.972 -0.914 -2.844  0.0074
4 C -0.372 -0.671 -3.152  0.0158
5 O -0.787 -1.095 -4.213  0.0258
6 O -1.079 0.032 -2.313  0.2304
7 H 2.398 -0.518 -1.532  0.0031
8 H 1.605 -1.943 -1.257  0.0004
9 H 1.370 -1.578 -3.493  0.0020
10 C -4.248 1.807 1.106  0.0260
11 C -4.287 1.430 -0.232  0.0020
12 C -3.123 1.360 -0.971  0.0193
13 C -1.894 1.686 -0.383  0.0272
14 C -1.868 2.086 0.952  0.0370
15 C -3.041 2.133 1.694  -0.0008
16 P -0.405 1.637 -1.403  0.3955
17 C -0.758 2.771 -2.777  0.0308
18 C -0.391 2.467 -4.083  0.0035
19 C -0.635 3.372 -5.105  0.0001
20 C -1.250 4.584 -4.833  -0.0008
21 C -1.627 4.892 -3.533  0.0022
22 C -1.383 3.988 -2.513  0.0083
23 C 0.857 2.501 -0.392  0.1366
24 C 1.408 3.747 -0.674  0.0400
25 C 2.439 4.239 0.113  0.0231
26 C 2.909 3.488 1.179  0.0279
27 C 2.363 2.236 1.444  0.0367
28 C 1.349 1.691 0.655  0.0991
29 H -5.163 1.844 1.682  0.0016
30 H -5.231 1.180 -0.698  -0.0004
31 H -3.156 1.046 -2.005  0.0008
32 H -0.935 2.384 1.413  0.0037
33 H -3.002 2.433 2.732  -0.0007
34 H 0.079 1.523 -4.325  0.0012
35 H -0.349 3.120 -6.118  0.0000
36 H -1.444 5.285 -5.635  0.0000
37 H -2.116 5.832 -3.314  0.0003
38 H -1.692 4.227 -1.501  0.0007
39 H 1.041 4.346 -1.499  0.0020
40 H 2.871 5.207 -0.105  0.0014
41 H 3.713 3.876 1.794  0.0018
42 H 2.762 1.679 2.283  0.0029
43 C 1.134 1.112 4.833  0.0089
44 Se 0.839 -0.457 3.736  0.0817
45 C 2.710 -0.918 3.423  0.0105
46 C 2.885 -2.373 3.020  0.0051
47 Se 1.703 -2.911 1.567  0.0671
48 C 0.247 -3.721 2.573  0.0065
49 H 1.536 1.932 4.243  0.0008
50 H 1.800 0.864 5.656  0.0021
51 H 0.165 1.400 5.234  0.0000
52 H 3.248 -0.700 4.348  0.0008
53 H 3.120 -0.280 2.639  0.0042
54 H 2.722 -3.053 3.855  0.0010
55 H 3.901 -2.527 2.654  0.0006
56 H 0.391 -4.796 2.620  0.0018
57 H -0.665 -3.476 2.034  0.0004
58 H 0.212 -3.284 3.567  0.0005
59 O -2.900 -1.184 1.137  0.0206
60 C -2.174 -1.771 0.364  0.0217
61 O -0.875 -1.685 0.330  0.1417
62 C -2.714 -2.749 -0.653  0.0020
63 C -4.087 -2.851 -0.850  0.0009
64 C -4.607 -3.727 -1.790  0.0002
65 C -3.755 -4.522 -2.547  0.0007
66 C -2.398 -4.401 -2.319  0.0001
67 C -1.849 -3.539 -1.397  0.0013
68 N -1.468 -5.246 -3.119  0.0000
69 O -1.930 -5.862 -4.054  -0.0001
70 O -0.284 -5.176 -2.851  0.0000
71 H -4.735 -2.224 -0.252  0.0001
72 H -5.674 -3.794 -1.946  0.0000
73 H -4.121 -5.211 -3.292  0.0000
74 H -0.781 -3.468 -1.265  0.0002

---

Short version: calculated total energy = -934.4577; -685.8016; -2210.4750; -5816.3916; -7016.3976 Ha, in the order given.
Short version: energy above the lowest of the compared OMol25 structures with the same formula, charge and spin = 211.4; 570.6; 5.3; 63.6; 190.0 kJ/mol, in the order given.